No. 1
The following is a quantum chemistry calculation of the molecule C6H12O in a non-equilibrium geometry, from the OMol25 dataset.

## Properties
DFT total energy: -310.99581 a.u.
HOMO: -9.70 eV
E_LUMO: 1.012 eV
SMILES: CCC[C@H]1C[C@H]1O
ΔE to the lowest compared entry with this formula, charge and spin: 39.8 kcal per mole
HOMO-LUMO gap: 10.7 eV

```
! RIJCOSX wB97M-V def2-TZVPD def2/J DEFGRID3
* xyz 0 1
C 1.6629 1.7936 -1.2139
C 0.8835 1.1296 -0.0835
C -0.3472 0.3635 -0.5706
C -1.1381 -0.2299 0.5690
C -1.8257 -1.5614 0.4928
C -0.6330 -1.4099 1.3757
O 0.3720 -2.2653 0.8523
H 1.9958 1.0566 -1.9540
H 1.0434 2.5300 -1.7385
H 2.5503 2.3127 -0.8378
H 0.5750 1.8893 0.6478
H 1.5372 0.4401 0.4689
H -0.0528 -0.4494 -1.2444
H -0.9804 1.0316 -1.1730
H -1.6563 0.5372 1.1547
H -1.3410 -2.2465 -0.1905
H -2.8683 -1.7399 0.7217
H -0.6430 -1.4272 2.4616
H 0.9797 -1.8064 0.2563
*
```

---

No. 2
The following is a quantum chemistry calculation of a cluster of 2 separate species, C6H12O in total in a non-equilibrium geometry, from the OMol25 dataset.

## Properties
DFT total energy: -310.94298 a.u.
HOMO: -7.72 eV
E_LUMO: 0.381 eV
SMILES: C=C/C=C/CC.O
ΔE to the lowest compared entry with this formula, charge and spin: 73.0 kcal per mole
HOMO-LUMO gap: 8.1 eV

```
! RIJCOSX wB97M-V def2-TZVPD def2/J DEFGRID3
* xyz 0 1
C 1.5901 0.4044 -0.8084
C 0.7176 1.4105 -0.7731
C -0.6559 1.3792 -0.2662
C -1.2398 0.2332 0.1845
C -2.6476 -0.1858 -0.1469
C -2.8852 -1.6776 0.1339
H 2.5965 0.3403 -1.1854
H 1.2620 -0.5140 -0.3274
H 1.0736 2.3692 -1.1401
H -1.0616 2.3399 0.0441
H -0.6017 -0.4661 0.7200
H -2.7556 0.0397 -1.2031
H -3.4266 0.4509 0.2894
H -2.2417 -1.9348 0.9761
H -3.8953 -1.9735 0.3843
H -2.5692 -2.2533 -0.7349
O 5.3975 0.2990 1.1418
H 5.1734 -0.1394 1.9634
H 6.1692 -0.1218 0.7480
*
```

---

No. 3
The following is a quantum chemistry calculation of a cluster of 2 separate species, C6H12O in total in a non-equilibrium geometry, from the OMol25 dataset.

## Properties
DFT total energy: -310.93527 a.u.
HOMO: -8.94 eV
E_LUMO: 0.813 eV
SMILES: C=CC/C=C/C.O
ΔE to the lowest compared entry with this formula, charge and spin: 77.8 kcal per mole
HOMO-LUMO gap: 9.8 eV

```
! RIJCOSX wB97M-V def2-TZVPD def2/J DEFGRID3
* xyz 0 1
C -2.1650 -0.6527 0.5128
C -1.3456 -0.9562 -0.6049
C -0.1305 -0.0972 -0.9648
C 0.1974 0.9675 0.0852
C 0.4330 2.2605 -0.0975
C 0.4003 3.2580 1.1497
H -3.1158 -1.0576 0.4597
H -2.0679 0.0573 1.4049
H -1.4861 -1.8078 -1.3186
H 0.8519 -0.6718 -1.1415
H -0.2431 0.4655 -1.8566
H 0.2818 0.5016 1.0475
H 0.7171 2.6190 -1.0218
H 0.9432 4.2703 0.9768
H -0.5882 3.5486 1.6487
H 1.0009 2.8112 1.9328
O 2.1034 -4.8685 -0.4027
H 1.4779 -5.6649 -0.6480
H 2.7353 -4.9830 -1.1615
*
```

---

No. 4
The following is a quantum chemistry calculation of the molecule C6H12O in a non-equilibrium geometry, from the OMol25 dataset.

## Properties
DFT total energy: -311.01897 a.u.
HOMO: -9.19 eV
E_LUMO: 0.953 eV
SMILES: CC/C(C)=C/CO
ΔE to the lowest compared entry with this formula, charge and spin: 25.3 kcal per mole
HOMO-LUMO gap: 10.1 eV

```
! RIJCOSX wB97M-V def2-TZVPD def2/J DEFGRID3
* xyz 0 1
C 2.2505 0.9624 0.6299
C 1.4226 0.6636 -0.6170
C 0.1473 -0.2010 -0.2716
C 0.3966 -1.6595 -0.0761
C -0.9851 0.4429 -0.1117
C -2.3467 -0.2596 0.2375
O -3.4379 0.6142 0.0731
H 3.1242 1.5616 0.3769
H 1.6540 1.5105 1.3564
H 2.5966 0.0428 1.0974
H 2.0245 0.1049 -1.3364
H 1.1175 1.5999 -1.0864
H 1.1027 -1.8112 0.7397
H 0.8367 -2.0883 -0.9764
H -0.5166 -2.1962 0.1632
H -1.0933 1.5046 -0.2814
H -2.4887 -1.1664 -0.3702
H -2.3536 -0.5452 1.2936
H -3.4514 0.9200 -0.8404
*
```

---

No. 5
The following is a quantum chemistry calculation of the molecule C6H12O, from the OMol25 dataset.

## Properties
DFT total energy: -311.05834 a.u.
HOMO: -10.21 eV
E_LUMO: 0.955 eV
SMILES: CC1(O)CCCC1
ΔE to the lowest compared entry with this formula, charge and spin: 0.6 kcal per mole
HOMO-LUMO gap: 11.2 eV

```
! RIJCOSX wB97M-V def2-TZVPD def2/J DEFGRID3
* xyz 0 1
C -1.9849 -0.7513 -0.2188
C -0.6496 -0.1772 0.2415
O -0.6407 -0.0081 1.6622
C 0.5537 -1.0222 -0.1910
C 1.7497 -0.1144 0.1015
C 1.2450 1.3027 -0.2626
C -0.3009 1.2065 -0.3218
H -2.0849 -1.7944 0.1076
H -2.0672 -0.7339 -1.3116
H -2.8178 -0.1823 0.2056
H -0.4683 -0.8669 2.0670
H 0.5879 -1.9929 0.3225
H 0.4746 -1.2274 -1.2670
H 1.9923 -0.1641 1.1677
H 2.6462 -0.4041 -0.4554
H 1.6461 1.6195 -1.2312
H 1.5770 2.0390 0.4746
H -0.6587 1.2871 -1.3548
H -0.7996 1.9845 0.2640
*
```

---

No. 6
The following is a quantum chemistry calculation of a cluster of 2 separate species, C6H12O in total, from the OMol25 dataset.

## Properties
DFT total energy: -310.96628 a.u.
HOMO: -10.13 eV
E_LUMO: 1.153 eV
SMILES: CC[C@H]1CO1.C=C
ΔE to the lowest compared entry with this formula, charge and spin: 58.4 kcal per mole
HOMO-LUMO gap: 11.3 eV

```
! RIJCOSX wB97M-V def2-TZVPD def2/J DEFGRID3
* xyz 0 1
C 0.0500 -1.9047 2.0138
C 0.5199 -0.8553 1.0104
C -0.4927 -0.7629 -0.1025
C -0.1604 -0.8109 -1.5130
O -0.6636 -1.9658 -0.8874
H 0.7736 -2.0645 2.8191
H -0.9054 -1.5996 2.4630
H -0.0911 -2.8394 1.4630
H 0.6609 0.1096 1.5151
H 1.4943 -1.1295 0.5888
H -1.4668 -0.3462 0.1574
H -0.8079 -0.2881 -2.1954
H 0.8708 -0.9027 -1.8051
C 0.3514 2.6593 -0.3570
C -0.2598 2.4859 -1.5027
H 1.4046 2.5195 -0.2730
H -0.2219 2.9259 0.5030
H -1.3212 2.5926 -1.5200
H 0.2652 2.1769 -2.3775
*
```

---

No. 7
The following is a quantum chemistry calculation of the molecule C6H12O in a non-equilibrium geometry, from the OMol25 dataset.

## Properties
DFT total energy: -310.98642 a.u.
HOMO: -9.28 eV
E_LUMO: 0.972 eV
SMILES: C=CCCCCO
ΔE to the lowest compared entry with this formula, charge and spin: 45.7 kcal per mole
HOMO-LUMO gap: 10.3 eV

```
! RIJCOSX wB97M-V def2-TZVPD def2/J DEFGRID3
* xyz 0 1
C 2.3117 0.7692 0.2847
C 1.2771 1.3257 -0.3714
C 0.4255 0.4672 -1.1875
C -1.0891 0.5450 -0.7234
C -1.2031 0.0458 0.7231
C -0.6046 -1.3195 1.0126
O -0.9518 -2.2848 0.0021
H 2.7603 -0.1802 0.0533
H 2.9887 1.4059 0.8367
H 1.3941 2.3886 -0.5904
H 0.3488 0.6039 -2.2814
H 0.6502 -0.5991 -1.0797
H -1.3605 1.5866 -0.9118
H -1.7131 -0.0238 -1.4184
H -0.6762 0.7974 1.3016
H -2.2267 -0.0649 1.1111
H 0.4852 -1.3594 1.0901
H -0.9398 -1.5974 2.0060
H -1.8767 -2.5062 0.1428
*
```